Record 1
{
  "formula": "C4H7NO2",
  "method": "the ωB97M-V functional and the def2-TZVPD basis",
  "max_force_ev_per_a": 0.4,
  "de_lowest_kcal_mol": 42.32,
  "total_charge": 0,
  "lumo_ev": 0.765,
  "smiles": "C1=COC=NC1.O",
  "homo_lumo_gap_ev": 10.102,
  "species": ["O", "C", "C", "O", "C", "N", "C", "H", "H", "H", "H", "H", "H", "H"],
  "coordinates": [[-0.992450, -1.292679, 2.235842], [-0.785607, 0.681439, -0.941013], [0.115429, 1.625644, -0.727567], [1.411400, 1.342036, -0.339480], [1.611637, 0.065175, 0.091497], [0.842297, -0.926115, -0.029709], [-0.405333, -0.765651, -0.786052], [-0.168629, -1.538415, 1.788890], [-1.801613, 0.951575, -1.214991], [-0.042281, 2.694788, -0.804781], [-0.986053, -0.331686, 2.199475], [2.566004, -0.013478, 0.609131], [-0.275471, -1.253268, -1.761020], [-1.187389, -1.317543, -0.256096]],
  "atomic_forces_ev_per_a": [[0.0943, -0.0571, 0.0544], [-0.0269, -0.0122, -0.0201], [-0.1690, 0.1057, -0.0640], [0.0034, -0.0716, -0.0156], [-0.0773, -0.2956, 0.0677], [0.2215, 0.2898, -0.0285], [-0.0419, 0.0297, -0.0307], [-0.0679, -0.0045, 0.0384], [0.1954, 0.0038, 0.0482], [-0.0186, -0.1631, -0.0080], [-0.0489, 0.0386, 0.0531], [-0.1378, -0.0055, -0.0647], [-0.0134, 0.0642, 0.0969], [0.0870, 0.0779, -0.1270]],
  "lowdin_charge": [-0.069, -0.061, -0.119, -0.010, -0.206, 0.047, -0.206, 0.009, 0.109, 0.123, 0.029, 0.136, 0.119, 0.099]
}

Record 2
{
  "formula": "C4H7NO2",
  "method": "the ωB97M-V functional and the def2-TZVPD basis",
  "max_force_ev_per_a": 0.7,
  "de_lowest_kcal_mol": 116.63,
  "total_charge": 0,
  "lumo_ev": 0.738,
  "smiles": "O=C[C@H]1C/C1=N/O.[H][H]",
  "homo_lumo_gap_ev": 10.713,
  "species": ["O", "N", "C", "C", "C", "C", "O", "H", "H", "H", "H", "H", "H", "H"],
  "coordinates": [[2.393792, 1.102637, 0.504979], [2.328254, -0.020908, -0.306611], [1.152579, -0.470164, -0.348980], [0.221702, -1.410327, -0.930178], [-0.256497, -0.289474, 0.033846], [-0.940708, 0.892252, -0.557251], [-1.701932, 1.612361, 0.041471], [3.326546, 1.350164, 0.454523], [0.180966, -2.426541, -0.546219], [-0.034953, -1.307747, -1.984045], [-0.570392, -0.571654, 1.035960], [-2.817611, -0.033715, 2.355771], [-0.685006, 1.087531, -1.621987], [-2.596736, 0.485582, 1.868716]],
  "atomic_forces_ev_per_a": [[0.2422, 0.2510, 0.1326], [-0.5048, -0.4137, -0.1721], [0.2844, 0.0796, -0.0557], [0.0779, -0.1422, -0.1467], [-0.0872, 0.1361, 0.2112], [-0.1916, 0.2155, 0.1346], [0.3153, -0.2962, -0.2979], [-0.1615, -0.0256, 0.0313], [0.0077, 0.1792, -0.0305], [0.0521, 0.0193, 0.1686], [0.0607, 0.0571, -0.1626], [-0.0129, 0.0159, 0.0061], [-0.0287, -0.0162, 0.0922], [-0.0538, -0.0597, 0.0891]],
  "lowdin_charge": [-0.043, 0.056, -0.285, -0.013, -0.150, -0.234, 0.022, 0.094, 0.114, 0.114, 0.128, 0.042, 0.138, 0.018]
}

Record 3
{
  "formula": "C4H7NO2",
  "method": "the ωB97M-V functional and the def2-TZVPD basis",
  "max_force_ev_per_a": 0.5,
  "de_lowest_kcal_mol": 14.65,
  "total_charge": 0,
  "lumo_ev": 0.634,
  "smiles": "CC(=O)CNC=O",
  "homo_lumo_gap_ev": 10.534,
  "species": ["C", "C", "C", "N", "C", "O", "O", "H", "H", "H", "H", "H", "H", "H"],
  "coordinates": [[2.216606, -0.657698, 0.140438], [1.030711, 0.276912, 0.166104], [-0.349019, -0.376392, 0.237430], [-1.398710, 0.602012, 0.266720], [-2.426037, 0.651253, -0.627596], [-3.223836, 1.558326, -0.712954], [1.144643, 1.481571, 0.163548], [2.138298, -1.408121, 0.934800], [3.134435, -0.080604, 0.264276], [2.255641, -1.194416, -0.814707], [-2.469372, -0.251811, -1.270191], [-0.367617, -1.029074, 1.123973], [-0.481687, -1.038056, -0.628944], [-1.204055, 1.466097, 0.757104]],
  "atomic_forces_ev_per_a": [[0.0655, 0.0298, 0.0035], [0.0541, 0.2340, 0.0305], [-0.0075, -0.0708, -0.0546], [-0.1348, 0.1484, -0.0671], [-0.0221, 0.0895, 0.0516], [0.2361, -0.2966, 0.0155], [-0.0298, -0.4716, 0.0243], [-0.0124, 0.1038, -0.1176], [-0.1280, -0.0898, -0.0248], [-0.0540, 0.0792, 0.1191], [-0.0318, 0.1060, 0.0529], [0.0343, 0.1072, -0.1103], [0.0550, 0.0974, 0.1163], [-0.0248, -0.0663, -0.0394]],
  "lowdin_charge": [-0.016, -0.425, -0.143, 0.025, -0.361, 0.024, 0.094, 0.086, 0.087, 0.091, 0.133, 0.130, 0.131, 0.145]
}